1.
One molecule with the formula C7H11NO2S in a non-equilibrium geometry. Source: the OMol25 dataset; level of theory: ωB97M-V/def2-TZVPD.

LUMO energy = 0.44 eV
SMILES string = CC(=O)[C@@]1(C(C)(C)S)NC1=O
Relative energy (zero: lowest compared OMol25 entry of this formula, charge and spin) = 212.9 kJ/mol

Structure (XYZ):
```
22
C7H11NO2S, DFT ωB97M-V/def2-TZVPD
C -2.41587 -1.65286 0.07609
C -1.04494 -1.19876 0.63506
O -0.54719 -1.74961 1.57000
C -0.44373 -0.00116 -0.07300
C 0.99804 0.32618 0.23363
C 1.15156 0.78357 1.72415
C 1.77257 1.33924 -0.70950
S 2.00659 -1.25640 -0.07682
N -0.92489 0.08379 -1.64633
C -1.25349 1.05187 -0.74813
O -1.88323 2.04302 -0.60981
H -2.39849 -1.93825 -0.92730
H -3.20463 -0.92450 -0.05916
H -2.86351 -2.33800 0.67909
H 0.18377 0.48654 2.09609
H 1.26348 1.79540 1.84061
H 1.90568 0.13667 2.29130
H 2.09170 0.82909 -1.58045
H 1.37629 2.33336 -0.93105
H 2.67509 1.41059 -0.16021
H 1.78450 -1.64262 -1.36921
H -0.22932 0.08285 -2.25506
```

2.
C59H39F4KN6O3P2Si as an isolated structure in a non-equilibrium geometry. Source: the OMol25 dataset; level of theory: ωB97M-V/def2-TZVPD.

LUMO energy = 3.48 eV
Total charge = -2
Relative energy (zero: lowest compared OMol25 entry of this formula, charge and spin) = 0.0 kJ/mol

Structure (XYZ):
```
115
C59H39F4KN6O3P2Si, DFT ωB97M-V/def2-TZVPD
K 0.43247 0.25262 1.99583
C -1.82585 -3.46696 -1.66905
Si -1.16037 -1.75376 -1.22268
C -2.90162 -0.78585 -1.14820
C -3.64573 -0.97808 -2.32752
C -4.83350 -0.32051 -2.60128
C -5.33602 0.58439 -1.67595
C -4.65008 0.79090 -0.49193
C -3.45024 0.11871 -0.20605
P -2.65517 0.37445 1.45213
C -3.60880 -0.87566 2.42914
C -3.43909 -0.85022 3.82094
C -4.03799 -1.80281 4.62861
C -4.80688 -2.81430 4.06128
C -4.97614 -2.85523 2.68613
C -4.38378 -1.88917 1.87391
C -3.54486 1.89020 2.04947
C -2.92566 3.10772 1.77151
C -3.52938 4.31638 2.08760
C -4.75909 4.32846 2.73004
C -5.36715 3.12369 3.06355
C -4.76907 1.91647 2.72076
C -0.57502 -0.61338 -2.65898
C -0.61533 -1.15861 -3.95233
C -0.31696 -0.40951 -5.07897
C 0.02168 0.92936 -4.94561
C 0.03903 1.50277 -3.68719
C -0.24771 0.75382 -2.54069
P -0.35361 1.58493 -0.89361
C 1.22670 2.50488 -0.65388
C 1.41297 3.01576 0.63577
C 2.61069 3.61757 0.99590
C 3.64668 3.70905 0.07432
C 3.46661 3.21461 -1.20774
C 2.26257 2.62444 -1.57486
C -1.41362 3.02844 -1.43816
C -1.17987 4.34368 -1.02539
C -2.05276 5.37109 -1.36704
C -3.18812 5.10632 -2.11994
C -3.43957 3.80320 -2.52997
C -2.56383 2.78034 -2.19400
H -2.91989 -3.49947 -1.68933
H -1.45267 -3.81450 -2.64018
H -1.47588 -4.18130 -0.91448
H -3.26296 -1.66918 -3.07574
H -5.35933 -0.50079 -3.53260
H -6.24685 1.13788 -1.88069
H -5.05834 1.49568 0.21961
H -2.80119 -0.08813 4.25967
H -3.88759 -1.77122 5.70154
H -5.25853 -3.57307 4.68972
H -5.56570 -3.64481 2.23559
H -4.52312 -1.93282 0.79952
H -1.95362 3.10694 1.29595
H -3.03824 5.24802 1.83392
H -5.24240 5.26800 2.97164
H -6.31584 3.12183 3.58755
H -5.27546 0.99161 2.96597
H -0.88547 -2.20445 -4.08064
H -0.34048 -0.87300 -6.05918
H 0.27449 1.52182 -5.81787
H 0.26820 2.55703 -3.58915
H 0.62937 2.91177 1.38249
H 2.73618 3.99218 2.00426
H 4.59935 4.13523 0.36405
H 4.28003 3.24341 -1.92309
H 2.16710 2.20990 -2.56996
H -0.30023 4.57512 -0.43851
H -1.84033 6.38402 -1.04249
H -3.86527 5.90709 -2.39208
H -4.32498 3.57720 -3.11444
H -2.77522 1.76961 -2.52840
O -0.89873 -1.66162 0.45746
C -0.27275 -2.53129 1.30596
C -0.76941 -2.65508 2.59938
C -0.20803 -3.53932 3.50124
C 0.87872 -4.32298 3.13372
C 1.40830 -4.17722 1.86635
C 0.85238 -3.28283 0.95170
C 1.42748 -3.11547 -0.37005
N 0.77750 -2.64872 -1.41933
C 1.67650 -2.66604 -2.47888
C 2.86627 -3.14181 -2.04514
N 2.69396 -3.43233 -0.71120
H -1.61128 -2.05043 2.88286
H -0.62159 -3.60359 4.50052
H 1.30728 -5.03749 3.82508
H 2.26077 -4.77691 1.56790
H 1.42945 -2.28057 -3.45135
H 3.80693 -3.26841 -2.55622
H 3.42805 -3.63876 -0.05458
O 0.32204 1.85828 3.73333
C 0.22849 0.93391 4.58296
O 0.05794 -0.29544 4.36290
H 0.30405 1.23522 5.64919
F 4.19811 -2.13582 0.72871
C 5.30823 -1.63371 0.14721
C 6.52238 -2.07902 0.62688
F 6.48675 -2.94470 1.65285
C 7.75324 -1.70427 0.08341
C 7.60763 -0.84052 -1.00863
C 6.38883 -0.38846 -1.47853
F 6.41176 0.47079 -2.50979
C 5.16741 -0.76520 -0.92835
C 3.85409 -0.34279 -1.45516
C 2.70547 -0.29692 -0.65622
N 1.70883 -0.22501 -0.05458
C 3.64767 -0.04137 -2.82375
N 3.43162 0.16425 -3.94739
F 8.70000 -0.40610 -1.65414
C 9.03844 -2.16403 0.59072
C 10.29001 -1.76502 0.04429
N 11.34602 -1.48503 -0.34610
C 9.17488 -3.05587 1.69139
N 9.36269 -3.78408 2.57483
```

3.
An isolated ion of composition C4H9N3P and charge +1 in a non-equilibrium geometry. Source: the OMol25 dataset; level of theory: ωB97M-V/def2-TZVPD.

LUMO energy = -4.69 eV
SMILES string = C=C/C=[N+]1/N[C@@]1(N)P
Total charge = +1
Relative energy (zero: lowest compared OMol25 entry of this formula, charge and spin) = 541.1 kJ/mol

Structure (XYZ):
```
17
C4H9N3P, DFT ωB97M-V/def2-TZVPD
C -0.43048 -1.53852 -0.81662
C -1.66028 -1.06967 -0.63752
C -1.72689 0.00885 0.40182
N -0.63458 0.67640 0.55165
N 0.18849 1.68325 1.06854
C 0.81365 0.66838 0.22396
N 1.05072 0.73660 -1.14107
P 2.01197 -0.45877 1.01865
H -0.27990 -2.33412 -1.65756
H 0.44845 -1.35633 -0.17912
H -2.50761 -1.14573 -1.26212
H -2.63844 0.24258 0.97748
H -0.34357 2.61826 0.79070
H 1.87743 0.88204 -1.56242
H 0.21595 1.07016 -1.69513
H 1.01272 -0.92759 1.88992
H 2.60236 0.24421 2.02884
```